ORCA calculation (ωB97M-V/def2-TZVPD) on a 9-piece molecular cluster, C29H84BF7N7O10S overall at a distorted geometry.

```
139
Properties=species:S:1:pos:R:3:forces:R:3
B 0.681027 0.157877 0.330522 -0.1 -0.4 0.1
F 1.825150 -0.680542 0.296550 0.2 0.6 -0.1
F 0.240019 0.224295 1.651946 -0.2 -0.1 0.1
F 1.012354 1.491172 -0.068509 0.3 -0.4 -0.2
F -0.281105 -0.397417 -0.535414 0.3 0.4 0.2
C 5.906093 1.828985 2.594673 1.1 -0.5 0.5
C 4.414667 1.619572 2.693068 0.3 0.4 -0.5
C 3.683452 2.694647 3.437786 -0.7 1.0 -0.2
O 2.378195 2.273684 3.749828 -0.1 -0.8 0.1
C 1.794913 2.887295 4.921677 1.1 -0.1 -0.8
N 3.857781 1.519513 1.259132 -2.3 0.1 -0.5
H 3.964486 2.309365 0.616284 1.2 0.1 0.4
H 4.033714 0.656545 0.742612 0.5 -0.1 0.3
H 2.820136 1.535018 1.255308 0.0 -0.4 0.7
H 6.371229 0.861328 2.395040 0.2 0.2 -0.4
H 6.389522 2.133575 3.526414 -0.6 -0.1 0.3
H 6.290220 2.595465 1.920113 -0.5 -0.1 -0.4
H 4.144063 0.672310 3.158944 0.2 -0.1 -0.1
H 3.564037 3.593063 2.814296 0.5 0.2 0.0
H 4.295884 2.985055 4.295131 -0.2 -0.2 0.2
H 2.311443 2.510708 5.805606 -0.2 0.1 0.1
H 0.748942 2.601332 4.913973 0.0 0.2 0.1
H 1.964950 3.959677 4.815322 -0.5 0.1 0.4
C -1.992369 3.302687 1.712617 -0.5 1.1 -0.6
C -2.316178 2.653763 3.045200 -0.2 -1.1 -1.4
C -3.747005 2.923483 3.519979 -0.6 0.4 0.8
O -4.719653 2.230778 2.794268 1.4 -0.5 -1.1
C -6.049622 2.543070 3.052854 -2.2 0.8 0.2
N -2.189509 1.147603 2.846666 0.8 -0.5 2.1
H -2.232939 0.721508 3.780175 -0.7 0.1 0.0
H -2.945608 0.685112 2.320421 -0.1 0.2 -0.5
H -1.239962 0.832817 2.583080 -0.6 0.4 -1.0
H -2.730054 3.019994 0.957005 0.0 -0.2 0.1
H -0.997003 3.189372 1.277888 0.1 -0.6 0.5
H -2.111493 4.386789 1.791063 -0.1 0.0 0.3
H -1.571069 2.890772 3.800193 -0.2 0.3 0.2
H -3.922183 4.001545 3.449446 0.1 0.1 0.2
H -3.871048 2.597796 4.559038 0.3 0.3 0.3
H -6.339152 2.690648 4.100023 0.6 -0.4 0.2
H -6.710732 1.778133 2.648131 0.5 -0.4 0.1
H -6.442929 3.460635 2.591428 0.8 0.2 -0.3
C -2.303604 -0.596620 -3.990075 -1.5 -0.3 1.2
C -2.441119 0.822160 -3.393750 1.4 -1.8 -0.7
C -3.672898 1.486168 -4.003170 0.3 1.4 1.0
O -4.829990 0.761410 -3.742559 0.3 -0.1 0.1
C -5.985768 1.348163 -4.361798 0.0 -1.1 -1.0
N -2.456603 0.704051 -1.900095 -1.4 0.3 0.2
H -2.310791 1.600288 -1.436135 -0.2 0.1 0.0
H -3.403774 0.391904 -1.639203 0.1 0.0 0.3
H -1.827175 0.054607 -1.401782 0.1 -0.1 -0.5
H -3.236907 -1.105572 -3.718550 -0.2 0.1 -0.6
H -1.619641 -1.287228 -3.490917 0.8 0.6 -0.3
H -2.228527 -0.524434 -5.069945 0.2 -0.3 0.0
H -1.493416 1.308798 -3.632788 -0.3 0.7 -0.1
H -3.437198 1.709653 -5.049046 -0.2 -0.5 -0.3
H -3.800129 2.489206 -3.569402 0.1 0.2 0.1
H -6.191657 2.374437 -4.066877 0.1 0.0 0.2
H -6.822769 0.676032 -4.189982 0.0 0.2 0.6
H -5.844689 1.254042 -5.443198 0.1 0.5 -0.1
C 2.590308 7.072366 -5.434498 -1.4 1.9 -0.8
C 1.719645 7.064485 -4.170638 1.6 0.7 0.2
C 1.174501 5.708477 -3.899564 -0.3 -1.8 1.4
O 0.634780 5.633156 -2.578915 -0.1 0.7 0.3
C 0.325378 4.326184 -2.132506 1.2 -0.7 -1.5
N 2.622437 7.482115 -2.984784 -0.8 -0.9 1.1
H 2.888574 6.647511 -2.455116 0.5 -0.1 -0.4
H 3.447588 8.035506 -3.217378 -0.1 0.1 -0.2
H 2.065510 7.953512 -2.263599 0.1 0.5 -0.3
H 2.579050 8.102432 -5.811868 -0.1 0.0 0.0
H 2.021379 6.560974 -6.211182 0.5 -0.4 -0.1
H 3.663928 6.891673 -5.431289 -0.2 -0.9 0.6
H 0.953275 7.835812 -4.117916 -0.2 -0.2 -0.7
H 1.979440 4.953020 -3.928467 0.2 0.2 -0.3
H 0.415789 5.372697 -4.610139 0.0 0.5 -0.3
H -0.000181 3.720479 -2.991635 -1.0 0.3 0.2
H -0.348781 4.345024 -1.285827 -0.1 0.1 -0.1
H 1.244447 3.747225 -1.921979 0.1 0.5 0.7
C 1.863460 -4.271343 3.692732 0.9 1.4 0.1
C 0.767905 -3.233382 4.050189 1.2 -2.7 0.3
C -0.450691 -3.428490 3.187647 -1.2 1.5 -0.8
O -1.128854 -4.565717 3.570944 0.2 -0.4 0.9
C -2.537036 -4.615194 3.285077 -0.1 0.1 -0.1
N 0.402324 -3.644403 5.508683 0.7 2.4 -0.8
H 0.430910 -2.749647 6.001434 -1.0 -0.2 0.5
H -0.521594 -4.096971 5.461785 0.2 -0.4 0.4
H 1.191140 -4.119729 5.944477 -0.5 -1.0 -0.1
H 2.701294 -4.139591 4.387295 -0.1 -0.3 0.2
H 2.363994 -4.016186 2.756071 -0.5 -0.2 -0.3
H 1.517928 -5.301253 3.712326 -0.2 0.1 -0.1
H 1.155943 -2.219416 4.083663 -0.1 0.0 -0.2
H -0.221734 -3.444276 2.118704 0.6 -0.1 0.0
H -1.088860 -2.533984 3.239771 -0.2 -0.1 0.3
H -2.697798 -4.970589 2.270657 0.0 -0.2 0.0
H -3.005911 -3.633292 3.338876 0.1 0.1 0.2
H -2.957583 -5.276330 4.035945 -0.1 -0.1 -0.2
C 1.643091 -0.860808 -2.965082 0.8 -0.3 0.4
C 2.740970 0.176004 -2.811444 -1.7 0.2 -0.5
C 4.065395 -0.352999 -2.412721 1.8 1.2 0.8
O 4.584328 -1.200693 -3.395526 -0.9 0.5 0.7
C 5.542795 -2.128209 -2.957500 1.3 -1.6 -0.5
N 2.932358 0.914241 -4.157066 0.9 0.0 -0.2
H 2.075012 1.146008 -4.660836 -0.1 0.0 0.3
H 3.471138 1.764825 -3.980740 -0.2 0.2 -0.1
H 3.531744 0.409683 -4.825464 -0.2 -0.5 0.3
H 0.702708 -0.377594 -3.221017 0.0 -0.3 -0.6
H 1.452309 -1.341649 -2.005920 0.2 0.2 0.1
H 2.057240 -1.652025 -3.591324 -0.7 0.1 -0.6
H 2.355955 0.960871 -2.157763 0.4 0.0 0.3
H 4.081294 -0.678530 -1.365822 -0.6 -1.1 -0.3
H 4.736404 0.516911 -2.261586 0.2 0.1 -0.5
H 6.474917 -1.744919 -2.530653 -0.3 0.7 0.0
H 5.854786 -2.659804 -3.858916 -0.1 0.1 0.1
H 5.182679 -2.906710 -2.273828 -0.5 0.4 0.0
C -0.979767 -4.938154 -0.501329 -0.8 -0.6 -1.0
C 0.233389 -5.838881 -0.672177 -1.8 -0.1 1.2
C 0.744312 -6.332715 0.698388 1.0 1.5 -0.7
O -0.249267 -7.106290 1.291481 0.7 -0.2 -0.6
C 0.296063 -8.119591 2.135578 0.3 -0.1 0.5
N -0.248724 -7.091881 -1.399170 1.6 -0.6 -1.3
H 0.571413 -7.708777 -1.367473 -0.4 -0.5 0.1
H -1.065160 -7.630166 -1.093788 0.0 0.5 0.7
H -0.361741 -6.957526 -2.409384 -0.3 0.4 0.1
H -0.782331 -3.988537 -0.015614 0.1 0.0 0.0
H -1.799060 -5.458887 -0.002401 0.3 0.1 0.5
H -1.395626 -4.785792 -1.504716 0.1 0.6 0.1
H 0.928086 -5.350398 -1.352366 0.5 -0.3 0.3
H 1.004354 -5.440894 1.283593 -0.6 0.2 0.1
H 1.763748 -6.729536 0.596655 -0.4 -1.1 -0.1
H 0.950489 -8.819813 1.606936 -0.3 0.0 -0.3
H -0.553680 -8.629571 2.579335 0.2 -0.1 0.1
H 0.941687 -7.669219 2.898229 -0.3 0.0 0.2
C -5.384827 -1.480500 -0.054205 -0.9 0.9 1.2
F -6.118479 -2.520956 0.230708 0.2 -1.2 -0.3
F -4.964869 -1.486434 -1.317274 0.3 -0.3 -0.4
F -6.195221 -0.436137 0.102775 0.2 0.8 -0.2
S -3.964974 -1.334482 1.117680 0.0 -1.6 1.6
O -3.402768 -2.689797 1.117970 0.0 1.3 -0.5
O -3.150558 -0.284900 0.515020 0.7 0.4 -0.8
O -4.439560 -0.903687 2.429326 0.1 -0.2 -0.9
```
Forces are in eV/Å.

Summary:
- E_tot: -3411.469227 a.u.
- Net charge: +5
- Energy above the lowest of the compared OMol25 structures with the same formula, charge and spin: 0.0000 eV
- Molecular weight: 866.90 g/mol

Atom charges from the Mulliken analysis, given in e for atoms 1 to 2: 0.958 -0.561